[1]
14
Properties=species:S:1:pos:R:3:mulliken_charge:R:1 method="wB97M-V/def2-TZVPD" mol_weight_g_mol=97.12 total_energy_ha=-324.5116 e_above_lowest_kj_mol=559.01 fmax_ev_per_a=8.12 homo_energy_ev=-9.2
C 0.88930 -0.43909 -0.35993 -0.28
C 0.60345 0.71329 0.69846 0.01
C -0.10051 0.81723 -1.10291 -0.14
C -1.41499 0.58400 -0.30678 -0.29
C -0.77761 0.49050 0.92467 -0.60
H 0.53426 -2.27295 -0.63227 0.30
H -0.25673 -2.00374 0.86857 0.33
H 1.95198 -0.36571 -0.77423 0.37
H 1.14375 0.85904 1.69014 0.38
H -0.04708 1.11790 -2.20348 0.38
H -2.39819 0.03233 -0.64825 0.29
H -1.57295 0.47739 1.74261 0.31
N 0.74205 -1.75585 0.31844 -0.62
O 0.70329 1.74567 -0.21503 -0.45



[2]
14
Properties=species:S:1:pos:R:3:mulliken_charge:R:1 method="wB97M-V/def2-TZVPD" smiles=Cc1cocc1N mol_weight_g_mol=97.12 total_energy_ha=-324.6810 e_above_lowest_kj_mol=114.09 fmax_ev_per_a=0.74 homo_energy_ev=-8.5
C -1.59657 0.18647 0.77619 -1.19
C -0.36898 -0.33833 0.09963 0.51
C -0.20327 -1.61307 -0.31697 -0.60
O 0.89691 -1.73595 -1.09141 -0.35
C 1.50015 -0.52303 -1.13435 -0.33
C 0.79564 0.38206 -0.36985 0.35
N 1.22356 1.64106 0.15178 -0.63
H -1.97747 -0.52528 1.51239 0.34
H -2.38483 0.31431 0.02673 0.27
H -1.45178 1.15504 1.26427 0.29
H -0.75129 -2.51618 -0.10458 0.42
H 2.36842 -0.54739 -1.78698 0.40
H 0.79436 2.48971 -0.19230 0.24
H 1.15517 1.63058 1.16545 0.27



[3]
14
Properties=species:S:1:pos:R:3:mulliken_charge:R:1 method="wB97M-V/def2-TZVPD" mol_weight_g_mol=97.12 total_energy_ha=-324.5365 e_above_lowest_kj_mol=493.59 fmax_ev_per_a=0.52 homo_energy_ev="-7.6 / -8.1"
O 0.42228 2.04716 -2.08882 -0.52
C -0.01475 1.89410 -0.95477 -0.22
C -0.15004 0.60902 -0.30925 0.07
C 0.73641 -0.57188 -0.67880 -0.37
N 0.30466 -1.11882 0.65058 -0.21
C -0.91927 -1.58420 0.45430 -0.26
C 0.11503 0.27540 1.16008 -0.39
H -0.45507 2.75401 -0.40119 0.30
H 0.49876 -1.24338 -1.50812 0.25
H 1.81069 -0.33329 -0.67542 0.25
H -1.10482 -2.24909 -0.38583 0.28
H -1.66215 -1.47926 1.24153 0.29
H -0.64775 0.33224 1.94398 0.28
H 1.06600 0.66799 1.55172 0.25



[4]
14
Properties=species:S:1:pos:R:3:mulliken_charge:R:1 method="wB97M-V/def2-TZVPD" mol_weight_g_mol=97.12 total_energy_ha=-324.5629 e_above_lowest_kj_mol=424.07 fmax_ev_per_a=1.52 homo_energy_ev=-8.3
C -0.58766 -1.24444 2.01210 -1.17
C -0.29509 -0.50394 0.73313 0.97
C -0.33287 0.86522 0.39383 -1.37
C 0.31015 0.79323 -0.96163 0.80
N 0.59601 1.97047 -1.65284 -0.61
C 0.43650 -0.51629 -1.34449 -0.44
O 0.12618 -1.29659 -0.26865 -0.30
H -1.43411 -1.92416 1.87097 0.27
H -0.83186 -0.55741 2.82436 0.34
H 0.25412 -1.86695 2.35306 0.29
H -1.02279 0.75553 -0.60321 0.22
H 0.66641 2.70093 -0.94453 0.31
H 1.47365 1.85471 -2.14250 0.29
H 0.64137 -1.03032 -2.26960 0.39



[5]
14
Properties=species:S:1:pos:R:3:mulliken_charge:R:1 method="wB97M-V/def2-TZVPD" mol_weight_g_mol=97.12 total_energy_ha=-324.5540 e_above_lowest_kj_mol=447.56 fmax_ev_per_a=1.87 homo_energy_ev="-7.6 / -7.4"
C -1.00928 -0.80809 0.32022 -0.47
C 0.47357 -0.88533 2.15222 -0.58
C -0.37740 0.05218 -0.63539 1.01
C 1.06979 0.34399 -0.53011 -0.37
C -1.05492 0.54945 -1.68915 -1.22
O -0.58789 -1.18922 1.48804 -0.30
N 1.64539 1.45343 -0.66214 -0.59
H -2.00261 -1.17490 0.10165 0.33
H 1.01374 2.23697 -0.83019 0.27
H 0.56584 -1.36829 3.10666 0.28
H 1.20741 -0.17324 1.81469 0.45
H 1.71604 -0.51520 -0.35820 0.57
H -0.56344 1.14679 -2.43648 0.32
H -2.09625 0.33148 -1.84182 0.30



[6]
14
Properties=species:S:1:pos:R:3:mulliken_charge:R:1 method="wB97M-V/def2-TZVPD" mol_weight_g_mol=97.12 total_energy_ha=-324.5274 e_above_lowest_kj_mol=517.30 fmax_ev_per_a=4.18 homo_energy_ev=-8.3
C -1.08996 -1.02708 0.23817 -0.52
C -1.11279 0.36571 -0.43717 0.04
O -0.65142 1.44090 0.40314 -0.45
C 0.72451 1.19420 0.15583 -0.17
C 1.24681 -0.06452 0.71629 -0.47
N 0.31659 -1.26546 -0.23111 -0.59
C 0.26595 -0.00753 -0.97986 -0.23
H -1.22616 -1.01788 1.32689 0.26
H -1.78099 -1.75522 -0.19529 0.29
H -1.96864 0.66513 -1.04608 0.38
H 1.32508 2.04465 -0.15995 0.42
H 2.29181 -0.25450 0.47657 0.26
H 0.95568 -0.36574 1.69939 0.33
H 0.70354 0.04736 -1.96682 0.45



[7]
14
Properties=species:S:1:pos:R:3:mulliken_charge:R:1 method="wB97M-V/def2-TZVPD" mol_weight_g_mol=97.12 total_energy_ha=-324.5226 e_above_lowest_kj_mol=530.07 fmax_ev_per_a=5.67 homo_energy_ev=-8.9
C -0.18293 0.42019 0.46009 -0.56
C -2.11295 -1.04620 0.75152 -0.35
C -1.09959 1.21600 0.40361 0.76
C 2.23788 0.43962 -0.42465 -0.97
C 1.01218 -0.41407 0.12740 -0.45
N -2.21833 -1.50620 -0.33344 -0.09
O -2.14698 2.03994 0.70125 -0.45
H 2.21392 1.38653 0.13450 0.36
H 1.98249 0.45754 -1.49090 0.24
H 3.09066 -0.27927 -0.33977 0.30
H 1.46996 -0.91811 1.11314 0.22
H 0.77043 -1.12696 -0.54585 0.39
H -2.79748 1.31801 0.57505 0.37
H -2.21927 -1.98702 -1.13197 0.25



[8]
14
Properties=species:S:1:pos:R:3:mulliken_charge:R:1 method="wB97M-V/def2-TZVPD" mol_weight_g_mol=97.12 total_energy_ha=-324.4577 e_above_lowest_kj_mol=700.47 fmax_ev_per_a=5.27 homo_energy_ev=-9.2
O -1.73369 -1.32666 -0.71469 -0.47
C -1.23740 -0.50094 0.01860 0.01
C 0.18518 -0.50650 0.62219 -0.05
C 1.29992 0.31705 0.01638 -0.05
C 0.67525 1.47223 -0.73172 -0.29
C -0.06046 1.73961 0.34468 -0.65
N 0.55519 0.76565 1.22363 -0.55
H -0.81137 -2.86864 -0.55831 0.01
H -1.92097 0.30347 0.33560 0.37
H 0.46719 -1.35564 1.24410 0.47
H 2.36977 0.09927 0.04893 0.37
H 0.19515 -2.69682 -1.08681 0.01
H 0.98507 2.16780 -1.48902 0.37
H -0.88580 2.37377 0.60792 0.45



[9]
14
Properties=species:S:1:pos:R:3:mulliken_charge:R:1 method="wB97M-V/def2-TZVPD" mol_weight_g_mol=97.12 total_energy_ha=-324.5585 e_above_lowest_kj_mol=435.80 fmax_ev_per_a=0.97 homo_energy_ev=-9.3
O 2.36050 0.12665 0.29606 -0.55
C 1.23889 0.47228 -0.49709 -0.24
C 0.14741 -0.56256 -0.73171 -0.30
C -0.35434 -0.41690 0.74881 -0.43
C -1.76304 -0.26356 0.17803 -0.43
N -0.94908 0.50963 -0.85217 -0.60
C 0.00679 0.96512 0.25124 -0.03
H 2.45312 -0.83034 0.35691 0.31
H 1.54333 1.06479 -1.36065 0.42
H 0.10044 -1.39903 -1.44301 0.46
H 0.06214 -0.70612 1.71012 0.39
H -2.29573 -1.09734 -0.30948 0.27
H -2.45560 0.30254 0.80801 0.24
H -0.10066 1.87806 0.83478 0.49



[10]
14
Properties=species:S:1:pos:R:3:mulliken_charge:R:1 method="wB97M-V/def2-TZVPD" smiles=Cc1cocc1N mol_weight_g_mol=97.12 total_energy_ha=-324.6552 e_above_lowest_kj_mol=181.83 fmax_ev_per_a=1.63 homo_energy_ev=-8.1
C -1.69932 0.26421 0.60428 -1.21
C -0.44433 -0.42119 0.19187 0.61
C -0.22635 -1.69063 -0.25807 -0.66
O 0.99343 -1.84783 -0.78782 -0.25
C 1.63782 -0.62042 -0.67363 -0.83
C 0.80524 0.22972 0.00865 0.83
N 1.19146 1.50689 0.38947 -0.52
H -2.52920 -0.43708 0.69727 0.35
H -1.98025 1.01079 -0.15261 0.26
H -1.56053 0.79400 1.54958 0.32
H -0.85482 -2.57174 -0.25623 0.43
H 1.84538 -0.15995 -1.62743 0.20
H 0.63769 2.28240 0.05553 0.22
H 2.18377 1.66083 0.25916 0.25



[11]
14
Properties=species:S:1:pos:R:3:mulliken_charge:R:1 method="wB97M-V/def2-TZVPD" smiles="O=C1CC=CCN1" mol_weight_g_mol=97.12 total_energy_ha=-324.7018 e_above_lowest_kj_mol=59.43 fmax_ev_per_a=2.32 homo_energy_ev=-9.6
O 1.52861 2.10806 0.29995 -0.66
C 0.79533 1.15122 0.09103 0.25
C 1.45979 -0.17786 -0.00434 -0.32
C 0.51166 -1.36168 -0.02460 -0.34
C -0.81398 -1.20750 -0.06499 -0.35
C -1.48868 0.13385 -0.10480 -0.47
N -0.55466 1.22731 0.07409 -0.14
H 2.16993 0.16691 0.82058 0.26
H 2.13041 -0.20036 -0.87093 0.29
H 0.94180 -2.35806 -0.03369 0.36
H -1.48011 -2.07018 -0.07987 0.34
H -2.25095 0.19243 0.68262 0.29
H -2.02371 0.25287 -1.05911 0.26
H -0.92545 2.14300 0.27405 0.23



[12]
14
Properties=species:S:1:pos:R:3:mulliken_charge:R:1 method="wB97M-V/def2-TZVPD" smiles="C[C@]12N[C@H]1CC2=O" mol_weight_g_mol=97.12 total_energy_ha=-324.5803 e_above_lowest_kj_mol=378.50 fmax_ev_per_a=2.09 homo_energy_ev=-8.8
C -1.92507 -0.09658 0.16021 -1.15
C -0.42775 -0.13278 0.08961 0.51
N 0.27664 -0.95298 1.02999 -0.41
C 0.96287 0.31061 1.04479 -0.32
C 1.77208 0.35751 -0.26187 -0.58
C 0.45714 0.21936 -1.04592 0.43
O 0.16659 0.52391 -2.17658 -0.61
H -2.36700 0.69251 -0.45118 0.31
H -2.31167 -0.02915 1.18267 0.32
H -2.24779 -1.06387 -0.24014 0.30
H 0.78560 -1.64934 0.49039 0.31
H 0.08257 1.05586 1.03711 0.30
H 2.44258 -0.50250 -0.37204 0.25
H 2.33322 1.26745 -0.48703 0.32



[13]
14
Properties=species:S:1:pos:R:3:mulliken_charge:R:1 method="wB97M-V/def2-TZVPD" mol_weight_g_mol=97.12 total_energy_ha=-324.4827 e_above_lowest_kj_mol=634.69 fmax_ev_per_a=0.88 homo_energy_ev=-8.5
C 2.05509 -0.60179 -0.01231 -0.53
N 1.11313 -0.82271 -0.99890 -0.15
C 0.30998 -0.08543 -0.22256 0.04
C -0.82281 -0.39606 0.76015 -0.27
C -1.23589 1.09713 0.78197 -0.52
C -1.00323 0.69130 -0.66971 -0.25
O -1.71845 -0.57175 -0.39618 -0.48
H 2.56489 -1.50112 0.38955 0.27
H 2.65040 0.30299 0.03832 0.23
H 1.06893 -1.28235 -1.88981 0.21
H -0.84462 -1.12342 1.57120 0.48
H -0.55906 1.84108 1.21031 0.26
H -2.28784 1.25848 1.03719 0.26
H -1.29053 1.19364 -1.59922 0.46



[14]
14
Properties=species:S:1:pos:R:3:mulliken_charge:R:1 method="wB97M-V/def2-TZVPD" mol_weight_g_mol=97.12 total_energy_ha=-324.5294 e_above_lowest_kj_mol=512.12 fmax_ev_per_a=4.03 homo_energy_ev=-9.4
N -1.77793 1.75778 -0.05058 -0.64
C -0.89331 0.89625 0.05090 0.47
O -1.13921 -0.81946 0.80999 -0.53
C 0.13502 -1.30615 0.96682 -0.45
C 1.08865 -0.43486 0.06821 -0.21
C 0.54429 -0.01364 -1.22166 -0.49
C 0.57346 0.97361 -0.08634 -0.46
H -2.72388 1.44895 -0.23271 0.28
H 0.27352 -2.35749 0.63661 0.30
H 0.53467 -1.19320 1.99033 0.29
H 2.14148 -0.64938 0.24508 0.43
H -0.79528 -0.16776 -0.97883 0.21
H 0.91874 -0.03615 -2.25062 0.37
H 1.11979 1.90150 0.05280 0.42



[15]
14
Properties=species:S:1:pos:R:3:mulliken_charge:R:1 method="wB97M-V/def2-TZVPD" mol_weight_g_mol=97.12 total_energy_ha=-324.5240 e_above_lowest_kj_mol=526.44 fmax_ev_per_a=0.44 homo_energy_ev=-9.0
C -1.85411 0.05951 0.02419 -1.23
C -0.36458 -0.10281 0.02830 0.87
N 0.25816 -1.00269 1.01848 -0.63
C 0.62539 0.36159 1.01984 -0.12
C 1.73757 0.59510 -0.81709 -0.88
C 0.47733 -0.00657 -1.22812 0.46
O 0.16865 -0.35601 -2.35098 -0.59
H -2.13185 1.04815 -0.35327 0.30
H -2.25890 -0.07020 1.03132 0.39
H -2.29956 -0.69175 -0.63529 0.29
H 0.94702 -1.64749 0.64449 0.31
H 0.50018 0.99810 1.89428 0.41
H 2.60843 -0.06610 -0.74171 0.21
H 1.58626 0.88116 0.46556 0.21



[16]
14
Properties=species:S:1:pos:R:3:mulliken_charge:R:1 method="wB97M-V/def2-TZVPD" smiles="CC(=O)[C@@H](C)C#N" mol_weight_g_mol=97.12 total_energy_ha=-324.7020 e_above_lowest_kj_mol=59.02 fmax_ev_per_a=1.77 homo_energy_ev=-10.3
C -0.84904 -1.43321 -1.18386 -1.06
C -0.21589 -0.86619 0.05234 0.51
O 0.14195 -1.58249 0.95984 -0.52
C 0.08349 0.66343 0.06556 0.55
C 0.17256 1.24798 1.47455 -1.41
C 1.33985 0.75443 -0.68138 0.10
N 2.32715 0.75743 -1.29276 -0.45
H -1.91543 -1.60905 -1.00161 0.30
H -0.35914 -2.39322 -1.37538 0.32
H -0.74644 -0.75556 -2.03044 0.33
H -0.65716 1.21493 -0.52683 0.29
H 0.74212 0.57504 2.11313 0.32
H 0.65087 2.23208 1.49514 0.37
H -0.84183 1.33106 1.87320 0.35



[17]
14
Properties=species:S:1:pos:R:3:mulliken_charge:R:1 method="wB97M-V/def2-TZVPD" mol_weight_g_mol=97.12 total_energy_ha=-324.6808 e_above_lowest_kj_mol=114.71 fmax_ev_per_a=1.16 homo_energy_ev=-8.7
H 3.11026 1.02747 -0.35774 0.24
N 2.92058 0.04052 -0.53440 -0.73
C 1.68437 -0.17041 -0.39494 0.50
C 0.59947 0.68529 0.21267 -0.44
C -0.64647 -0.16056 0.06604 0.46
C -2.08233 0.25112 0.23906 -1.15
C -0.19908 -1.36351 -0.28850 -0.43
O 1.16337 -1.43620 -0.51898 -0.38
H 1.04469 0.61978 1.21400 0.22
H 0.54425 1.74201 -0.06277 0.40
H -2.27645 0.70362 1.21757 0.30
H -2.74750 -0.61443 0.13474 0.32
H -2.39551 0.98163 -0.52029 0.27
H -0.71967 -2.30632 -0.40644 0.40



[18]
14
Properties=species:S:1:pos:R:3:mulliken_charge:R:1 method="wB97M-V/def2-TZVPD" smiles="[H]/N=C1/C=C(C)CO1" mol_weight_g_mol=97.12 total_energy_ha=-324.7008 e_above_lowest_kj_mol=62.19 fmax_ev_per_a=0.39 homo_energy_ev=-9.3
H 3.53803 -0.19697 0.41159 0.28
N 2.86380 -0.80601 -0.05251 -0.71
C 1.69468 -0.34821 0.10158 0.41
C 0.44027 -0.90327 -0.42941 -0.54
C -0.56633 -0.08501 -0.12405 0.72
C -2.01984 -0.21792 -0.44402 -1.26
C 0.00603 1.08914 0.63078 -0.36
O 1.38623 0.79088 0.80046 -0.40
H 0.40288 -1.83206 -0.98368 0.43
H -2.64319 0.06044 0.41210 0.33
H -2.30501 0.43180 -1.27872 0.29
H -2.26120 -1.24652 -0.72125 0.33
H -0.46131 1.23809 1.61218 0.27
H -0.07502 2.02564 0.06495 0.23



[19]
14
Properties=species:S:1:pos:R:3:mulliken_charge:R:1 method="wB97M-V/def2-TZVPD" smiles=N#CCC1(O)CC1 mol_weight_g_mol=97.12 total_energy_ha=-324.6657 e_above_lowest_kj_mol=154.22 fmax_ev_per_a=1.83 homo_energy_ev=-10.6
N -1.35418 -1.20219 -2.17648 -0.47
C -0.92344 -0.17941 -1.83429 0.26
C -0.19975 0.84491 -1.08221 -0.62
C 0.46353 0.09000 0.09018 0.83
O 1.80081 -0.24846 -0.13849 -0.57
C 0.11936 0.50900 1.47482 -0.74
C -0.41258 -0.80932 0.93436 -0.69
H -0.88742 1.61982 -0.74361 0.28
H 0.55823 1.29355 -1.72506 0.31
H 1.84427 -1.10628 -0.57839 0.36
H 0.93651 0.48578 2.19197 0.28
H -0.56482 1.34206 1.57722 0.23
H -1.46562 -0.94926 0.67025 0.27
H 0.08509 -1.69019 1.33972 0.27



[20]
14
Properties=species:S:1:pos:R:3:mulliken_charge:R:1 method="wB97M-V/def2-TZVPD" smiles=Cn1cccc1O mol_weight_g_mol=97.12 total_energy_ha=-324.6988 e_above_lowest_kj_mol=67.50 fmax_ev_per_a=0.30 homo_energy_ev=-7.7
C -1.78908 0.08966 0.58450 -0.88
N -0.54165 -0.11571 -0.11475 0.13
C 0.02807 -1.36094 -0.31078 -0.38
C 1.37085 -1.20410 -0.48131 -0.61
C 1.66198 0.19268 -0.37411 -0.55
C 0.46157 0.81188 -0.14962 0.44
O 0.11686 2.11159 0.04963 -0.50
H -2.31719 0.96153 0.19824 0.29
H -1.60119 0.22551 1.65529 0.30
H -2.41218 -0.79769 0.45705 0.33
H -0.59863 -2.23985 -0.34126 0.35
H 2.08035 -1.99544 -0.67312 0.39
H 2.62779 0.67382 -0.44289 0.36
H 0.91245 2.64708 -0.05688 0.33